# 1
{"formula": "H37NO17", "method": "ωB97M-V/def2-TZVPD", "spin_multiplicity": 1, "e_lumo_ev": -0.03, "e_above_lowest_kj_mol": 177.5, "e_tot_ev": -36898.563, "orbital_gap_ev": 9.888, "symbols": ["N", "H", "H", "H", "H", "H", "O", "H", "H", "O", "H", "H", "O", "H", "H", "O", "H", "H", "O", "H", "H", "O", "H", "H", "O", "H", "H", "O", "H", "H", "O", "H", "H", "O", "H", "H", "O", "H", "H", "O", "H", "H", "O", "H", "H", "O", "H", "H", "O", "H", "H", "O", "H", "H", "O"], "positions_angstrom": [[-0.6687, -0.6363, -0.6703], [-1.1995, -0.0656, -0.0830], [0.3291, -0.4052, -0.5042], [-1.0733, -0.3044, -1.5280], [-2.8642, 0.8670, 3.0418], [-1.9838, 1.6877, 2.1541], [-2.0571, 0.8020, 2.4559], [3.5268, -3.0152, 0.5194], [2.6568, -4.0714, -0.3308], [2.6678, -3.5628, 0.5260], [2.5072, 3.8239, 1.0225], [1.7548, 3.4777, 2.4082], [2.4888, 3.2647, 1.7950], [-3.5396, -0.6099, 2.3275], [-4.2288, 0.6233, 1.7341], [-4.3832, -0.1309, 2.3045], [-3.2499, 1.2528, -1.6528], [-4.2866, 0.1854, -1.2215], [-3.7803, 0.9365, -0.9110], [-1.1257, 0.3709, -4.8853], [0.0862, 0.2740, -3.7428], [-0.8954, 0.3963, -3.9762], [-0.2855, -3.4695, 0.0509], [-0.9953, -2.6663, -1.0483], [-0.2086, -3.2200, -0.8661], [-2.5326, 2.5692, -3.4263], [-1.4491, 1.6695, -3.0231], [-2.1596, 2.2219, -2.6201], [-0.6898, 4.6633, 0.2482], [-1.2316, 3.5366, 1.1413], [-0.4054, 3.9050, 0.7452], [3.9078, -1.4499, -0.6188], [3.6884, -1.1070, 0.9372], [4.2736, -1.5747, 0.2820], [-0.7825, -0.4615, 3.2145], [-0.3446, -2.0249, 3.0952], [-0.8605, -1.3635, 3.5508], [1.2192, -3.3521, -2.0068], [1.5637, -3.5101, -3.4241], [1.9550, -3.1458, -2.6358], [2.5497, 2.6351, -0.0355], [2.2355, 1.1533, -0.2081], [2.5666, 1.9167, -0.6908], [1.1862, -3.1313, 1.2074], [0.4164, -3.7086, 2.3120], [0.4173, -2.9221, 1.7328], [1.7968, 1.0558, -2.2467], [1.9717, -0.3373, -3.0443], [1.5741, 0.5641, -3.0699], [1.6620, -0.7845, 1.5654], [2.5228, 0.4308, 2.4062], [2.4790, -0.3376, 1.7209], [-2.3085, 2.5696, -0.0891], [-3.7657, 2.6347, 0.6174], [-2.8192, 2.6927, 0.7081]], "lowdin_charge": [0.08, -0.02, 0.04, 0.01, 0.08, -0.01, -0.09, 0.04, 0.07, -0.11, 0.03, 0.07, -0.06, 0.04, 0.00, -0.06, -0.02, 0.05, -0.06, 0.04, 0.04, -0.08, 0.00, 0.04, -0.10, 0.05, 0.01, -0.07, 0.03, 0.02, -0.06, 0.07, 0.01, -0.08, -0.01, -0.03, -0.08, 0.00, 0.03, -0.08, 0.01, 0.01, -0.05, -0.02, 0.09, -0.08, 0.03, 0.07, -0.06, 0.02, 0.14, -0.05, 0.03, 0.06, -0.06]}

# 2
{"formula": "C39H45BN10PdS3Se", "method": "ωB97M-V/def2-TZVPD", "spin_multiplicity": 5, "e_lumo_ev": [-10.93, -13.85], "e_above_lowest_kj_mol": 0.0, "charge": 4, "e_tot_ev": -158045.624, "orbital_gap_ev": [7.320, 4.420], "symbols": ["Pd", "C", "C", "C", "C", "N", "N", "B", "N", "N", "C", "C", "C", "C", "C", "S", "C", "C", "C", "C", "N", "N", "C", "C", "C", "C", "C", "S", "C", "C", "C", "C", "C", "S", "C", "C", "C", "C", "H", "H", "H", "H", "H", "H", "H", "H", "H", "H", "H", "H", "H", "H", "H", "H", "H", "H", "H", "H", "H", "H", "H", "H", "H", "H", "H", "H", "H", "H", "H", "H", "H", "H", "H", "H", "H", "H", "H", "Se", "N", "C", "C", "C", "C", "C", "N", "C", "C", "N", "C", "C", "C", "C", "C", "N", "H", "H", "H", "H", "H", "H"], "positions_angstrom": [[0.4088, -2.4781, -0.6635], [5.4728, -1.3046, 0.9780], [4.3266, -0.3989, 0.6707], [4.4734, 0.9656, 0.5448], [3.3937, 1.7802, 0.1805], [2.1538, 1.2585, 0.0751], [1.9954, -0.0270, 0.2273], [0.4688, -0.5254, 0.1625], [-0.1544, -0.3951, 1.5539], [-0.0471, 0.8409, 2.1071], [-0.4952, 0.9953, 3.3273], [-1.0549, -0.1025, 4.0453], [-1.1564, -1.3399, 3.4947], [-1.7139, -2.5228, 4.2223], [-0.6656, -1.4613, 2.1651], [-0.6975, -2.9694, 1.3317], [-0.4215, 2.3617, 3.9813], [0.2834, 3.3655, 3.0816], [-1.8616, 2.8277, 4.2583], [0.3433, 2.2350, 5.3087], [-0.1936, 0.3771, -0.9516], [-1.0921, 1.2358, -0.6002], [-1.4965, 2.1598, -1.5026], [-0.8320, 2.2691, -2.7284], [0.1005, 1.3306, -3.1315], [0.7651, 1.4169, -4.4657], [0.3513, 0.2909, -2.2051], [1.2532, -1.1108, -2.5552], [-2.6668, 3.0364, -1.1376], [-2.4426, 4.4661, -1.6546], [-2.9088, 3.0626, 0.3699], [-3.8896, 2.4142, -1.8510], [3.0155, -0.8895, 0.4414], [2.6713, -2.5438, 0.3181], [3.5737, 3.2455, -0.1321], [4.6401, 3.3734, -1.2370], [2.2693, 3.8809, -0.6034], [4.0838, 3.9421, 1.1476], [6.3765, -0.7263, 1.1526], [5.6611, -1.9923, 0.1512], [5.2675, -1.9039, 1.8667], [5.4501, 1.4107, 0.6814], [-1.3975, 0.0584, 5.0594], [-2.2512, -2.2046, 5.1126], [-0.9063, -3.1910, 4.5284], [-2.3978, -3.0938, 3.5942], [-0.1690, 3.4159, 2.0914], [1.3364, 3.1115, 2.9611], [0.2256, 4.3542, 3.5365], [-2.4217, 2.9646, 3.3334], [-1.8360, 3.7817, 4.7846], [-2.4068, 2.1248, 4.8896], [1.3328, 1.7966, 5.1644], [-0.1931, 1.6437, 6.0506], [0.4785, 3.2294, 5.7342], [-1.0823, 3.0889, -3.3893], [0.0407, 1.6747, -5.2377], [1.2784, 0.5031, -4.7520], [1.5004, 2.2260, -4.4358], [-1.4808, 4.8686, -1.3304], [-3.2213, 5.1076, -1.2436], [-2.5137, 4.5424, -2.7395], [-2.1124, 3.6000, 0.8858], [-2.9868, 2.0650, 0.7999], [-3.8440, 3.5880, 0.5600], [-3.7532, 2.3800, -2.9333], [-4.7623, 3.0335, -1.6453], [-4.0967, 1.4075, -1.4823], [4.3271, 2.8754, -2.1568], [5.6099, 2.9766, -0.9397], [4.7819, 4.4306, -1.4602], [1.9304, 3.4350, -1.5428], [2.4441, 4.9406, -0.7847], [1.4720, 3.7853, 0.1325], [5.0700, 3.5822, 1.4419], [3.3994, 3.8082, 1.9832], [4.1702, 5.0106, 0.9521], [-4.3504, -8.3929, -3.1458], [-2.9277, -8.3191, -2.0775], [-2.4898, -7.0924, -2.1169], [-1.3139, -6.6198, -1.4210], [-0.5057, -7.4972, -0.6932], [0.6470, -7.0004, -0.1160], [0.9379, -5.6590, -0.2964], [0.1673, -4.8033, -0.9853], [-0.9528, -5.2704, -1.5350], [-1.7853, -4.3058, -2.3262], [-1.4179, -3.0227, -2.3267], [-2.0808, -2.1844, -3.1276], [-3.1366, -2.5521, -3.9472], [-3.5556, -3.8683, -3.9149], [-2.8685, -4.7584, -3.0886], [-3.2672, -6.1512, -2.9921], [-4.2838, -6.6675, -3.6146], [-0.7831, -8.5396, -0.6011], [1.3174, -7.6330, 0.4476], [1.8464, -5.2486, 0.1269], [-1.7607, -1.1490, -3.1051], [-3.6207, -1.8221, -4.5795], [-4.3892, -4.2149, -4.5120]], "lowdin_charge": [0.47, -0.01, -0.19, 0.12, -0.12, 0.22, -0.02, -0.64, -0.01, 0.19, -0.17, 0.11, -0.22, -0.03, -0.56, 0.78, -0.54, -0.05, -0.01, -0.02, 0.00, 0.24, -0.12, 0.10, -0.21, 0.00, -0.57, 0.98, -0.54, -0.02, -0.04, -0.01, -0.55, 0.99, -0.54, -0.01, -0.04, 0.00, 0.11, 0.11, 0.11, 0.15, 0.14, 0.10, 0.11, 0.08, 0.06, 0.07, 0.11, 0.08, 0.11, 0.09, 0.10, 0.09, 0.11, 0.15, 0.11, 0.07, 0.12, 0.10, 0.11, 0.09, 0.08, 0.08, 0.11, 0.09, 0.11, 0.09, 0.09, 0.09, 0.11, 0.07, 0.11, 0.07, 0.10, 0.08, 0.11, 1.50, -0.15, -0.25, -0.07, 0.08, 0.03, -0.09, 0.02, -0.13, -0.12, 0.08, -0.08, 0.02, 0.07, -0.07, -0.25, -0.15, 0.15, 0.14, 0.09, 0.10, 0.13, 0.14]}

# 3
{"formula": "C31H18BaClN5O4S4", "method": "ωB97M-V/def2-TZVPD", "spin_multiplicity": 1, "e_lumo_ev": 4.04, "e_above_lowest_kj_mol": 3.8, "charge": -2, "e_tot_ev": -104644.483, "orbital_gap_ev": 5.300, "symbols": ["Ba", "O", "C", "N", "C", "O", "C", "C", "C", "C", "C", "N", "C", "C", "C", "C", "C", "N", "H", "H", "H", "H", "H", "H", "H", "H", "Cl", "C", "C", "C", "C", "O", "C", "C", "N", "C", "C", "C", "C", "C", "C", "C", "C", "N", "C", "C", "H", "H", "H", "H", "H", "H", "H", "H", "H", "H", "O", "C", "S", "C", "C", "S", "S", "S"], "positions_angstrom": [[-0.5386, -1.0286, -1.4835], [2.9738, -2.1324, -4.6582], [2.1900, -2.0046, -3.7274], [1.6398, -0.8717, -3.2098], [2.2748, 0.3108, -3.4295], [3.3926, 0.5118, -3.8894], [1.5084, 1.5581, -2.9578], [2.1758, 2.7794, -2.9704], [1.5024, 3.9122, -2.5473], [0.1827, 3.8012, -2.1373], [-0.4039, 2.5486, -2.1633], [0.2474, 1.4558, -2.5506], [1.7501, -3.3032, -3.0423], [2.6542, -4.3615, -3.0245], [2.2884, -5.5395, -2.3970], [1.0261, -5.6373, -1.8256], [0.1819, -4.5435, -1.9037], [0.5414, -3.4021, -2.4940], [3.2032, 2.7951, -3.3021], [2.0038, 4.8727, -2.5268], [-0.3813, 4.6563, -1.7892], [-1.4297, 2.3969, -1.8411], [3.6144, -4.2256, -3.5003], [2.9793, -6.3729, -2.3486], [0.6973, -6.5362, -1.3216], [-0.8114, -4.5605, -1.4644], [2.3335, -0.0059, 5.7980], [1.9796, -0.4875, 4.1456], [1.5671, -1.7898, 3.8865], [1.2886, -2.1897, 2.5978], [1.4075, -1.2872, 1.5081], [1.0951, -1.5849, 0.3018], [1.8492, 0.0346, 1.8167], [2.0239, 0.9162, 0.6591], [1.5999, 2.1042, 0.4884], [0.7570, 2.6831, 1.4446], [1.1861, 3.7781, 2.1598], [0.3599, 4.4005, 3.1122], [-0.9076, 3.9378, 3.3321], [-1.3988, 2.8425, 2.5857], [-2.7128, 2.3409, 2.7687], [-3.1419, 1.2964, 2.0110], [-2.2578, 0.7497, 1.0499], [-1.0344, 1.1714, 0.8591], [-0.5819, 2.2074, 1.6229], [2.1158, 0.4292, 3.1244], [1.4541, -2.4848, 4.7096], [0.9346, -3.1920, 2.3933], [2.6031, 0.4876, -0.1607], [2.1921, 4.1406, 1.9871], [0.7412, 5.2439, 3.6754], [-1.5541, 4.3990, 4.0700], [-3.3552, 2.8052, 3.5090], [-4.1338, 0.8755, 2.1043], [-2.6169, -0.0600, 0.4237], [2.4339, 1.4409, 3.3412], [-8.0264, -1.6605, 0.4948], [-6.8591, -1.6003, 0.1535], [-6.2328, -0.5044, -1.0686], [-4.5404, -1.0171, -1.0473], [-4.2295, -1.9888, -0.1625], [-2.6993, -2.7553, 0.1805], [-5.5702, -2.5875, 0.8243], [-3.5324, -0.1685, -2.1943]], "lowdin_charge": [1.61, 0.04, -0.47, 0.00, -0.47, 0.03, -0.21, -0.01, -0.07, -0.07, -0.16, -0.01, -0.20, -0.01, -0.07, -0.07, -0.14, -0.01, 0.11, 0.10, 0.10, 0.09, 0.11, 0.10, 0.10, 0.08, 0.57, -0.69, -0.13, -0.01, -0.42, -0.36, -0.15, -0.10, 0.14, -0.23, -0.05, -0.10, -0.06, -0.16, -0.02, -0.02, -0.14, 0.12, -0.15, -0.07, 0.09, 0.11, 0.12, 0.11, 0.09, 0.10, 0.11, 0.11, -0.01, 0.11, -0.14, -1.09, 0.88, -1.24, -1.24, 0.29, 0.88, 0.26]}

# 4
{"formula": "C22H26Br2N3O3PbSb", "method": "ωB97M-V/def2-TZVPD", "spin_multiplicity": 1, "e_lumo_ev": -6.50, "e_above_lowest_kj_mol": 88.2, "charge": 2, "e_tot_ev": -185701.408, "orbital_gap_ev": 6.938, "symbols": ["Pb", "C", "C", "C", "C", "C", "C", "Br", "C", "C", "Br", "C", "O", "C", "N", "H", "H", "H", "H", "H", "H", "O", "N", "N", "O", "C", "C", "C", "C", "C", "C", "H", "H", "H", "H", "H", "C", "C", "Sb", "C", "C", "C", "C", "H", "H", "H", "H", "H", "H", "H", "H", "H", "H", "H", "H", "H", "H", "H"], "positions_angstrom": [[-2.1977, 0.2972, 1.7087], [-5.4432, 0.7202, 0.6820], [-4.5905, 1.7651, 0.0298], [-5.1323, 2.7007, -0.8669], [-4.3181, 3.6322, -1.4454], [-2.9355, 3.6548, -1.1594], [-2.0262, 4.6119, -1.6831], [-2.6131, 5.9548, -2.8571], [-0.7193, 4.5835, -1.2995], [-0.2557, 3.5831, -0.4205], [1.5381, 3.7339, 0.1553], [-1.0646, 2.5869, 0.0677], [-0.6344, 1.6032, 0.8802], [-2.4465, 2.6706, -0.2820], [-3.2943, 1.7719, 0.3011], [-6.5003, 0.9264, 0.5371], [-5.2642, 0.6734, 1.7588], [-5.2342, -0.2594, 0.2445], [-6.1919, 2.6801, -1.0768], [-4.7255, 4.3721, -2.1212], [-0.0285, 5.3351, -1.6540], [-2.1206, -0.7173, -0.4109], [-1.4935, -1.7135, -0.8094], [-0.4383, -2.0615, -0.1805], [-0.0302, -1.3926, 0.9554], [0.0720, -3.3922, -0.4643], [-0.8499, -4.4016, -0.7018], [-0.3849, -5.6721, -1.0010], [0.9773, -5.9288, -1.0479], [1.8852, -4.9079, -0.8053], [1.4347, -3.6299, -0.5171], [-1.9104, -4.2018, -0.6513], [-1.0953, -6.4656, -1.1863], [1.3324, -6.9245, -1.2743], [2.9481, -5.1027, -0.8510], [2.1494, -2.8405, -0.3599], [2.2181, 1.1818, -1.9413], [1.9946, -0.1143, -1.1894], [1.6272, -0.1677, 0.9260], [2.9328, -1.6614, 1.7110], [4.3111, -1.7105, 1.0479], [1.7562, 1.1660, 2.5950], [3.2138, 1.5884, 2.7112], [2.5619, 0.9165, -2.9428], [2.9817, 1.8082, -1.4889], [1.3037, 1.7599, -2.0415], [2.8718, -0.7606, -1.2267], [1.1386, -0.6723, -1.5705], [2.4119, -2.6134, 1.6341], [3.0124, -1.4238, 2.7730], [4.2642, -2.1094, 0.0332], [4.9695, -2.3669, 1.6160], [4.7958, -0.7340, 0.9978], [1.4323, 0.5372, 3.4276], [1.0633, 1.9779, 2.4345], [3.8936, 0.7505, 2.8608], [3.3036, 2.2316, 3.5883], [3.5439, 2.1715, 1.8509]], "lowdin_charge": [1.50, -0.02, -0.29, 0.03, 0.03, -0.16, -0.62, 0.87, -0.15, -0.56, 0.92, -0.38, -0.43, -0.14, -0.02, 0.10, 0.07, 0.10, 0.13, 0.10, 0.11, -0.21, 0.03, -0.16, -0.36, -0.18, 0.00, -0.03, -0.04, -0.04, -0.03, 0.12, 0.12, 0.12, 0.12, 0.06, -0.17, -0.30, 1.77, -0.36, -0.15, -0.35, -0.15, 0.10, 0.05, 0.06, 0.05, 0.06, 0.05, 0.07, 0.06, 0.09, 0.07, 0.08, 0.02, 0.07, 0.10, 0.06]}